Formula: C8H10NO2
Source: the OMol25 dataset
Level of theory: ωB97M-V/def2-TZVPD

Results
- Energy relative to the best compared isomer or geometry (same formula, charge and spin): 520.5 kJ/mol
- Total charge: +1
- F_max: 6.30 eV Å⁻¹
- E: -14031.5980 eV
- Frontier orbital gap (spin up / spin down): 8.355 / 6.118 eV
- Multiplicity: 1
- HOMO energy (spin up / spin down): -11.645 / -11.052 eV

Positions of all 21 atoms, in Å:
C -2.053 1.098 2.129
C -0.881 1.606 1.601
C -2.107 -0.244 1.843
C -0.217 0.512 1.031
C -0.272 0.292 -2.552
C 0.294 -0.994 -2.065
C 1.628 -0.770 -1.454
C 1.108 0.575 0.608
N 1.604 -0.649 0.171
O -0.903 1.089 -2.055
O -0.988 -0.604 1.040
H -2.842 1.649 2.732
H -0.531 2.612 1.713
H -2.946 -0.867 2.000
H -0.507 -1.352 -1.418
H 0.284 -1.651 -3.017
H 2.225 -1.575 -1.726
H 2.064 0.191 -1.701
H 1.646 1.464 0.239
H 0.930 -1.449 0.405
H 2.463 -0.933 0.475

***

Formula: C8H10NP
Source: the OMol25 dataset
Level of theory: ωB97M-V/def2-TZVPD

Results
- Energy relative to the best compared isomer or geometry (same formula, charge and spin): 274.1 kJ/mol
- F_max: 4.30 eV Å⁻¹
- E: -19232.9958 eV
- Frontier orbital gap (spin up / spin down): 6.288 / 6.864 eV
- Multiplicity: 1
- HOMO energy (spin up / spin down): -6.982 / -7.231 eV

Positions of all 20 atoms, in Å:
C -1.713 1.862 -0.255
C -0.740 2.821 0.033
C -1.409 0.531 -0.277
C 0.555 2.437 0.314
C -0.055 0.090 0.045
C 0.916 1.084 0.131
C 0.127 -1.253 0.219
C -0.847 -2.396 0.118
N 3.493 -0.642 -0.376
P 2.597 0.544 0.119
H -2.666 2.298 -0.440
H -0.911 3.921 0.132
H -2.268 -0.090 -0.328
H 1.408 3.015 0.617
H 1.154 -1.370 0.625
H -1.789 -1.944 0.187
H -0.625 -3.277 0.887
H -0.722 -2.867 -0.992
H 3.247 -1.615 -0.287
H 3.291 1.710 -0.376

***

Formula: C8H10O2
Source: the OMol25 dataset
Level of theory: ωB97M-V/def2-TZVPD

Results
- Energy relative to the best compared isomer or geometry (same formula, charge and spin): 72.4 kJ/mol
- F_max: 2.01 eV Å⁻¹
- E: -12552.9108 eV
- Frontier orbital gap: 9.206 eV
- Multiplicity: 1
- HOMO energy: -8.453 eV

Positions of all 20 atoms, in Å:
C 2.487 0.036 0.660
C 1.667 0.204 -0.605
C 0.182 0.035 -0.278
C -0.399 -1.225 -0.148
O 0.402 -2.316 -0.322
C -1.783 -1.382 0.007
C -2.542 -0.196 0.171
C -2.012 1.073 0.044
C -0.612 1.194 -0.172
O 0.035 2.413 -0.198
H 3.589 0.281 0.441
H 2.410 -0.957 1.092
H 2.108 0.780 1.401
H 1.873 1.154 -1.091
H 1.921 -0.517 -1.402
H -0.083 -3.101 0.046
H -2.331 -2.329 0.122
H -3.658 -0.178 0.315
H -2.641 1.925 0.175
H -0.613 3.106 -0.259

***

Formula: C8H10O3
Source: the OMol25 dataset
Level of theory: ωB97M-V/def2-TZVPD

Results
- Energy relative to the best compared isomer or geometry (same formula, charge and spin): 124.1 kJ/mol
- F_max: 4.46 eV Å⁻¹
- E: -14599.0937 eV
- Frontier orbital gap: 9.628 eV
- Multiplicity: 1
- HOMO energy: -9.256 eV

Positions of all 21 atoms, in Å:
C 2.477 1.159 0.635
C 1.834 -0.019 -0.081
O 2.447 -1.104 -0.336
C 0.344 0.065 -0.178
C -0.377 -1.122 -0.087
O 0.337 -2.225 -0.074
C -1.856 -1.258 0.042
C -2.432 -0.010 0.632
C -1.972 1.121 -0.258
C -0.493 1.233 -0.246
O -0.062 2.384 -0.323
H 3.443 0.684 0.819
H 1.907 1.442 1.610
H 2.387 2.027 -0.045
H -0.235 -2.923 0.265
H -2.336 -1.490 -1.019
H -2.030 -2.163 0.681
H -3.534 -0.054 0.702
H -2.097 0.111 1.632
H -2.295 2.212 -0.174
H -2.138 0.706 -1.371

***

Formula: C8H10O5PSc
Source: the OMol25 dataset
Level of theory: ωB97M-V/def2-TZVPD

Results
- Energy relative to the best compared isomer or geometry (same formula, charge and spin): 153.8 kJ/mol
- Total charge: +2
- F_max: 6.99 eV Å⁻¹
- E: -48663.9052 eV
- Frontier orbital gap (spin up / spin down): 5.995 / 6.518 eV
- Multiplicity: 1
- HOMO energy (spin up / spin down): -15.662 / -16.081 eV

Positions of all 25 atoms, in Å:
O -0.014 2.080 -3.035
C -0.462 1.991 -2.002
Sc 0.138 -0.232 -0.082
O 1.099 -0.291 -3.347
C 0.764 -0.408 -2.255
C 0.388 -2.251 0.836
O 0.519 -3.274 1.380
C -0.889 0.781 1.568
O -1.325 1.571 2.267
C 2.052 0.988 0.207
O 2.941 1.730 0.324
H -0.586 1.746 -0.619
C -3.158 -1.799 0.715
P -2.321 -0.843 -0.574
C -2.523 -1.834 -2.071
C -3.441 0.510 -1.016
H -2.572 -2.699 0.931
H -4.163 -2.104 0.389
H -3.251 -1.196 1.625
H -3.584 -1.905 -2.297
H -2.000 -1.382 -2.908
H -2.131 -2.838 -1.922
H -4.394 0.113 -1.390
H -3.679 1.105 -0.133
H -2.963 1.170 -1.741

***

Formula: C8H10OS3
Source: the OMol25 dataset
Level of theory: ωB97M-V/def2-TZVPD

Results
- Energy relative to the best compared isomer or geometry (same formula, charge and spin): 43.9 kJ/mol
- F_max: 3.98 eV Å⁻¹
- E: -43007.6344 eV
- Frontier orbital gap (spin up / spin down): 7.220 / 6.490 eV
- Multiplicity: 1
- HOMO energy (spin up / spin down): -7.103 / -6.408 eV

Positions of all 22 atoms, in Å:
C -3.267 -0.663 -1.037
C -2.226 0.133 -0.706
C -2.996 -1.593 -2.029
C -1.108 -0.148 -1.494
C 2.594 0.895 2.048
C 1.179 0.313 2.479
C 1.763 -0.857 0.097
C 0.104 0.520 -1.573
O 0.292 1.662 -0.796
S -1.406 -1.401 -2.659
S 2.852 0.565 0.226
S 1.243 -1.436 1.711
H -4.254 -0.693 -0.539
H -2.430 0.856 0.008
H -3.622 -2.294 -2.564
H 2.405 1.967 1.984
H 3.377 0.392 2.596
H 1.115 0.228 3.610
H 0.407 0.961 2.127
H 1.930 -1.629 -0.607
H 0.861 0.407 -2.313
H 1.186 1.817 -0.570

***

Formula: C8H10P2S
Source: the OMol25 dataset
Level of theory: ωB97M-V/def2-TZVPD

Results
- F_max: 3.05 eV Å⁻¹
- E: -37866.2091 eV
- Frontier orbital gap (spin up / spin down): 6.450 / 6.950 eV
- Multiplicity: 3
- HOMO energy (spin up / spin down): -6.909 / -8.927 eV

Positions of all 21 atoms, in Å:
C -3.307 0.894 -0.549
C -2.643 1.664 0.373
C -2.623 -0.010 -1.250
C -1.299 1.484 0.586
C -1.278 -0.165 -1.107
C -0.556 0.585 -0.181
C 3.612 -1.084 -1.018
C 1.687 -1.658 2.016
P 2.150 -0.670 -1.655
P 1.300 0.362 0.086
S 2.227 2.038 0.498
H -4.373 1.020 -0.472
H -3.270 2.430 0.850
H -3.291 -0.650 -1.762
H -0.746 2.299 1.092
H -0.914 -0.907 -1.844
H 4.372 -1.613 -1.519
H 3.793 -1.073 -0.005
H 0.696 -1.629 2.359
H 1.901 -1.987 0.968
H 2.563 -1.331 2.535

***

Formula: C8H11AgFIN2O4
Source: the OMol25 dataset
Level of theory: ωB97M-V/def2-TZVPD

Results
- Total charge: +2
- F_max: 3.95 eV Å⁻¹
- E: -34436.7288 eV
- Frontier orbital gap (spin up / spin down): 9.511 / 5.153 eV
- Multiplicity: 3
- HOMO energy (spin up / spin down): -16.535 / -16.200 eV

Positions of all 28 atoms, in Å:
Ag -1.057 0.839 2.719
I 0.891 2.281 4.281
C -1.118 4.007 -0.516
N -0.484 2.735 -0.130
O -0.848 2.251 0.942
O 0.111 2.107 -0.972
H -1.442 4.546 0.375
H -1.949 3.892 -1.212
H -0.328 4.616 -0.955
C -3.352 -0.765 -0.811
N -1.962 -0.714 -0.233
O -1.803 -0.602 1.032
O -1.071 -1.069 -0.991
H -4.130 -0.344 -0.175
H -3.539 -1.812 -1.051
H -3.319 -0.218 -1.753
F 0.802 -0.002 1.608
C 1.476 -0.885 0.790
C 2.390 -0.458 -0.157
C 3.009 -1.350 -1.003
C 2.846 -2.717 -0.770
C 1.887 -3.233 0.113
C 1.218 -2.277 0.843
H 2.522 0.557 -0.499
H 3.658 -0.974 -1.780
H 3.468 -3.426 -1.296
H 1.753 -4.299 0.228
H 0.371 -2.686 1.373

***

Formula: C8H11AsCoN6OS4
Source: the OMol25 dataset
Level of theory: ωB97M-V/def2-TZVPD

Results
- Energy relative to the best compared isomer or geometry (same formula, charge and spin): 59.9 kJ/mol
- Total charge: -2
- F_max: 1.55 eV Å⁻¹
- E: -161271.9912 eV
- Frontier orbital gap (spin up / spin down): 5.608 / 5.605 eV
- Multiplicity: 2
- HOMO energy (spin up / spin down): -0.963 / -0.960 eV

Positions of all 32 atoms, in Å:
Co 0.239 1.076 -0.530
S -1.665 5.319 -0.328
As -0.037 3.989 -0.457
S -0.159 2.623 -2.186
S 0.100 2.603 1.252
S 1.789 5.106 -0.588
C -3.013 -1.841 -0.716
N -2.853 -1.211 0.570
C -3.203 -1.983 1.726
C -2.276 0.010 0.659
O -1.887 0.660 -0.294
H -4.072 -2.066 -0.890
H -2.438 -2.769 -0.775
H -2.652 -1.144 -1.469
H -4.273 -2.221 1.713
H -2.982 -1.409 2.626
H -2.641 -2.923 1.760
H -2.194 0.371 1.697
N 3.082 2.275 -0.485
C 4.386 2.034 -0.328
C 4.560 0.666 -0.389
C 3.276 0.159 -0.589
N 2.398 1.151 -0.644
H 2.628 3.219 -0.495
H 5.089 2.829 -0.177
H 5.472 0.111 -0.305
H 2.959 -0.858 -0.693
N -0.762 -5.298 0.335
C -0.200 -4.285 0.254
N 0.533 -3.242 0.237
C 0.381 -2.040 -0.098
N 0.413 -0.909 -0.388

***

Formula: C8H11BF3N2O7S2
Source: the OMol25 dataset
Level of theory: ωB97M-V/def2-TZVPD

Results
- Energy relative to the best compared isomer or geometry (same formula, charge and spin): 464.1 kJ/mol
- Total charge: -1
- F_max: 6.29 eV Å⁻¹
- E: -56281.5023 eV
- Frontier orbital gap: 7.857 eV
- Multiplicity: 1
- HOMO energy: -6.013 eV

Positions of all 34 atoms, in Å:
C 3.770 0.130 0.475
N 3.795 0.060 -1.035
C 3.020 -1.117 -1.586
B 3.396 1.379 -1.692
O 3.459 1.395 -3.197
O 3.013 2.620 -0.990
S 1.371 2.587 -0.498
O 1.418 3.032 1.008
O 0.747 1.016 -0.633
C -0.695 0.967 -0.867
C -1.611 -0.416 -0.672
C -3.203 -0.557 -0.961
N -3.986 0.619 -1.438
C -3.214 1.879 -1.636
C -1.640 2.227 -1.404
H 2.666 -0.126 0.820
H 4.459 -0.693 0.994
H 4.146 1.166 0.895
H 2.066 -0.814 -2.212
H 2.634 -1.735 -0.655
H 3.673 -1.865 -2.231
H 4.402 1.721 -3.397
H -1.043 -1.388 -0.294
H -3.714 -1.624 -0.804
H -3.853 2.799 -2.052
H -1.185 3.286 -1.601
C -3.188 -1.408 3.755
F -2.749 -1.623 5.037
F -4.538 -1.189 3.856
F -2.644 -0.209 3.371
S -2.760 -2.809 2.594
O -3.417 -3.998 3.154
O -1.294 -2.899 2.610
O -3.299 -2.414 1.286

***

Formula: C8H11BF6N4O11S2V
Source: the OMol25 dataset
Level of theory: ωB97M-V/def2-TZVPD

Results
- Total charge: -2
- F_max: 9.45 eV Å⁻¹
- E: -101302.4406 eV
- Frontier orbital gap (spin up / spin down): 6.515 / 6.519 eV
- Multiplicity: 2
- HOMO energy (spin up / spin down): -2.718 / -2.707 eV

Positions of all 44 atoms, in Å:
O -0.201 1.145 -0.207
V -0.426 0.097 0.930
B 1.041 -2.377 -1.192
F 0.530 -1.924 -2.348
F 0.666 -1.512 -0.219
F 0.435 -3.603 -0.928
F 2.365 -2.467 -1.383
N 1.309 0.329 1.996
S 1.851 0.301 3.470
O 2.563 1.521 3.854
O 2.223 -1.000 4.085
F 0.355 0.512 4.103
S 2.942 -0.094 1.379
O 3.213 -1.432 0.855
O 4.117 0.653 1.629
F 2.607 0.584 -0.059
O -3.496 2.326 3.330
C -3.239 1.551 2.249
O -2.011 1.383 1.954
O -4.120 0.973 1.577
H -2.582 2.518 3.552
O -4.090 -1.416 -0.779
C -2.821 -1.661 -1.006
O -2.097 -0.853 -0.416
O -2.492 -2.647 -1.651
H -4.352 -2.237 -1.202
C 2.728 4.777 -3.070
C 1.878 4.032 -2.182
N 1.182 3.400 -1.554
H 2.315 5.737 -3.380
H 2.793 4.216 -4.002
H 3.799 4.896 -2.905
C -1.839 -4.403 2.664
C -1.361 -3.036 2.507
N -0.928 -1.942 2.395
H -1.212 -5.139 3.168
H -1.842 -4.633 1.599
H -2.869 -4.572 2.977
C 0.644 0.872 -3.711
C -0.761 1.371 -3.513
N -1.887 1.681 -3.366
H 1.119 0.504 -2.802
H 1.305 1.632 -4.127
H 0.644 -0.063 -4.272

***

Formula: C8H11BrO
Source: the OMol25 dataset
Level of theory: ωB97M-V/def2-TZVPD

Results
- Energy relative to the best compared isomer or geometry (same formula, charge and spin): 0.0 kJ/mol
- F_max: 7.11 eV Å⁻¹
- E: -80559.9732 eV
- Frontier orbital gap (spin up / spin down): 7.935 / 5.424 eV
- Multiplicity: 3
- HOMO energy (spin up / spin down): -7.192 / -8.193 eV

Positions of all 21 atoms, in Å:
C 0.133 -0.611 -1.940
C 0.363 -1.896 -1.185
C 0.045 0.505 -1.218
C 0.230 -1.447 0.087
C 0.082 0.011 0.218
C -0.037 1.892 -1.723
C 0.508 -2.268 1.324
C -0.140 1.693 1.976
O 0.386 0.476 1.386
Br -2.639 0.052 0.070
H 0.000 -0.544 -3.059
H 0.487 -2.863 -1.525
H -0.833 2.403 -1.020
H -0.421 1.864 -2.762
H 0.923 2.447 -1.719
H -0.285 -2.212 2.021
H 1.364 -2.023 1.869
H 0.725 -3.329 0.860
H -1.168 1.355 2.414
H -0.286 2.508 1.179
H 0.562 1.988 2.747